No. 1
A structure of composition C5H8O, computed with wB97M-V/def2-TZVPD.

The calculation puts the energy above the lowest of the compared OMol25 structures with the same formula, charge and spin at 39.16 kcal/mol. The calculation puts the HOMO energy at -9.421 eV. The calculation puts the lowest unoccupied orbital energy at 1.075 eV. Its spin multiplicity is 1.

Positions of all 14 atoms, in Å:
C 0.7790 0.7754 -0.6405
C 0.6640 -0.5832 0.0934
C -0.0465 0.2194 1.2245
C -0.6044 0.9613 -0.0108
O -1.4520 -0.0503 -0.5747
C -0.5717 -1.1904 -0.5742
H 1.4342 1.4827 -0.1263
H 0.9364 0.8146 -1.7239
H 1.5122 -1.2492 0.2653
H 0.6611 0.7454 1.8698
H -0.8256 -0.2809 1.8037
H -1.0898 1.9377 -0.0101
H -0.4258 -1.5363 -1.6042
H -0.9750 -2.0238 0.0189

What are the Löwdin partial charges on each atom? They are as follows, in elementary charge units: -0.088 -0.242 -0.077 -0.296 -0.112 -0.168 0.113 0.117 0.135 0.113 0.115 0.147 0.121 0.122

=====

No. 2
A cluster of 5 separate species, C36H50Cl2N4O3 in total, computed with wB97M-V/def2-TZVPD.

The calculation puts the HOMO energy at -8.047 eV. The calculation puts the lowest unoccupied orbital energy at -2.206 eV. Its spin multiplicity is 1. Its SMILES is CC[C@H](Cl)C1=CC(=O)C(Cl)=C(CCCCCCCCCCOC)C1=O.c1cc[nH]c1.c1cc[nH]c1.c1cc[nH]c1.c1cc[nH]c1.

Positions of all 95 atoms, in Å:
C 5.0476 -3.0200 -0.6993
C 6.3247 -2.9983 -1.7782
C 5.8684 -2.1958 -3.1731
Cl 7.0900 -2.6696 -4.5361
C 5.7692 -0.5658 -2.9581
C 6.9635 0.1004 -2.3432
C 6.9804 1.7166 -2.0681
O 8.0202 2.2331 -1.4067
C 5.7288 2.6439 -2.6670
Cl 6.0055 4.5076 -2.5137
C 4.4973 2.0511 -3.3105
C 3.3172 3.0160 -3.9136
C 1.8440 2.8335 -3.2180
C 1.4443 4.1336 -2.2446
C 1.3161 3.6137 -0.6950
C -0.1205 4.1524 -0.1001
C -1.1392 2.8344 0.0194
C -1.3677 2.2894 -1.5390
C -2.9184 1.6667 -1.5748
C -2.7858 0.0304 -1.8652
C -4.2676 -0.4532 -2.4044
O -4.2949 -1.9180 -2.7223
C -4.8659 -2.6127 -1.5208
C 4.4893 0.3826 -3.3821
O 3.3951 -0.2546 -3.8509
H 5.3989 -2.7819 0.4050
H 4.2587 -2.1761 -0.9860
H 4.5790 -4.0997 -0.7914
H 7.2144 -2.4595 -1.2203
H 6.6804 -4.1084 -2.0295
H 4.8286 -2.6467 -3.4744
H 7.9075 -0.5406 -2.0613
H 3.5611 4.1602 -3.9181
H 3.1858 2.7078 -5.0594
H 1.6752 1.8044 -2.6835
H 1.0468 2.8740 -4.1050
H 0.4494 4.6569 -2.6407
H 2.2760 4.9886 -2.2976
H 1.4817 2.4586 -0.6032
H 2.1755 4.1431 -0.0803
H 0.1207 4.6207 0.9653
H -0.6149 4.9940 -0.7643
H -0.6649 2.0021 0.7093
H -2.1510 3.2132 0.4805
H -0.5502 1.4549 -1.7577
H -1.2463 3.1587 -2.3401
H -3.5182 2.2322 -2.4189
H -3.4675 1.8001 -0.5346
H -1.9057 -0.2267 -2.6089
H -2.5318 -0.5427 -0.8511
H -4.5366 0.1032 -3.4170
H -5.0704 -0.1765 -1.5955
H -4.0628 -2.4473 -0.6577
H -5.0017 -3.7630 -1.7666
H -5.8994 -2.1621 -1.1951
C -4.2569 -2.8194 3.6064
C -5.5492 -2.8870 4.1795
C -6.3281 -3.6581 3.3460
N -5.5523 -4.0541 2.2877
C -4.2862 -3.5520 2.4408
H -3.3972 -2.2941 4.0018
H -5.8764 -2.4237 5.1014
H -7.3655 -3.9571 3.4146
H -5.8649 -4.6279 1.5153
H -3.5170 -3.7570 1.7083
C -3.9231 1.7837 5.4402
C -5.2154 1.7161 6.0134
C -5.9943 0.9449 5.1799
N -5.2184 0.5489 4.1216
C -3.9524 1.0511 4.2746
H -3.0634 2.3090 5.8357
H -5.5425 2.1794 6.9352
H -7.0317 0.6460 5.2484
H -5.5311 -0.0248 3.3491
H -3.1832 0.8460 3.5421
C 6.1935 -7.8234 -0.8626
C 5.1780 -8.0382 0.0996
C 3.9943 -7.5954 -0.4470
N 4.2609 -7.1165 -1.7034
C 5.5985 -7.2565 -1.9675
H 7.2452 -8.0580 -0.7610
H 5.2971 -8.4701 1.0848
H 2.9881 -7.5788 -0.0501
H 3.5774 -6.7225 -2.3367
H 6.0116 -6.9402 -2.9159
C -3.2613 6.3650 3.2658
C -1.8864 6.0520 3.1440
C -1.7496 4.7032 3.3851
N -2.9931 4.1925 3.6526
C -3.9219 5.1975 3.5767
H -3.7203 7.3370 3.1390
H -1.0827 6.7366 2.9056
H -0.8760 4.0652 3.3904
H -3.1939 3.2252 3.8709
H -4.9704 4.9967 3.7515

What are the Löwdin partial charges on each atom? They are as follows, in elementary charge units: -0.117 -0.256 -0.575 0.484 -0.097 0.067 -0.225 -0.036 -0.373 0.541 -0.072 -0.164 -0.196 -0.204 -0.217 -0.213 -0.207 -0.192 -0.199 -0.182 -0.227 -0.268 -0.127 -0.126 -0.040 0.086 0.084 0.070 0.098 0.107 0.116 0.134 0.093 0.133 0.098 0.118 0.103 0.112 0.106 0.111 0.096 0.116 0.118 0.097 0.103 0.111 0.114 0.108 0.119 0.118 0.137 0.120 0.088 0.104 0.094 -0.123 -0.127 -0.138 0.003 -0.147 0.092 0.092 0.107 0.148 0.103 -0.134 -0.100 -0.132 0.015 -0.159 0.101 0.095 0.109 0.141 0.112 -0.115 -0.115 -0.147 -0.005 -0.154 0.092 0.092 0.105 0.147 0.106 -0.118 -0.124 -0.156 0.012 -0.136 0.089 0.090 0.104 0.077 0.107

=====

No. 3
A cluster of 2 separate species, C3H10N2S in total, computed with wB97M-V/def2-TZVPD.

The calculation puts the energy above the lowest of the compared OMol25 structures with the same formula, charge and spin at 85.57 kcal/mol. The calculation puts the HOMO energy at -8.440 eV. The calculation puts the lowest unoccupied orbital energy at 0.843 eV. Its spin multiplicity is 1.

Positions of all 16 atoms, in Å:
C -0.8250 -0.6067 2.0675
C -0.4445 -0.2314 -1.6577
C 0.0629 -1.4343 1.5194
N 0.1099 1.8855 -0.0229
N 1.9325 0.6338 -1.6405
S 0.8986 0.2842 -0.5522
H -1.7872 -0.7570 1.6881
H -0.5353 0.0013 2.8828
H -0.7180 1.6874 0.6605
H -1.4476 -0.3931 -0.9926
H -0.6497 0.6147 -2.3137
H -0.1127 -1.2223 -2.1335
H -0.0987 -2.2962 0.8773
H 1.1387 -1.3874 1.6719
H -0.3804 2.3514 -0.7933
H 2.8565 0.8702 -1.2610

What are the Löwdin partial charges on each atom? They are as follows, in elementary charge units: -0.096 -0.302 -0.163 -0.225 -0.394 0.774 0.034 0.052 0.040 0.091 0.030 0.070 0.059 0.040 0.008 -0.019